i) ORCA calculation (ωB97M-V/def2-TZVPD) on a molecular structure, C4H9N3.

Structure (XYZ):
```
16
C4H9N3 (ωB97M-V/def2-TZVPD)
C 0.489 -0.978 -0.861
C -0.139 -0.283 1.379
C -0.704 1.061 1.405
C -0.879 0.827 -0.090
H -0.371 0.286 -1.970
H 0.827 -0.764 -2.775
H 2.335 -1.849 -1.140
H 0.921 -0.240 1.635
H -0.423 -1.072 2.095
H -1.691 1.084 1.944
H 0.144 1.880 1.744
H -1.830 1.113 -0.580
H -0.007 1.444 -0.312
N 0.085 -0.673 -2.085
N 1.730 -1.286 -0.395
N -0.486 -0.550 0.004
```

Values from the calculation:
2S+1: 1
Gap between HOMO and LUMO: 9.61 eV
HOMO: -8.6866 eV
LUMO energy: 0.93 eV

ii) ORCA calculation (ωB97M-V/def2-TZVPD) on a single C4H9N3 molecule.

Structure (XYZ):
```
16
C4H9N3 (ωB97M-V/def2-TZVPD)
C -1.894 -0.206 -0.654
N -0.883 0.757 -0.273
N -0.515 0.686 1.194
C 1.048 0.486 1.153
C 1.485 -0.904 0.686
C 1.446 0.300 -0.251
N 0.284 0.420 -1.136
H -2.968 0.186 -0.652
H -1.607 -0.382 -1.741
H -1.683 -1.114 0.032
H -1.033 -0.098 1.529
H 1.580 0.905 2.035
H 0.792 -1.686 0.522
H 2.429 -1.237 1.051
H 2.478 0.698 -0.609
H 0.520 1.228 -1.677
```

Values from the calculation:
2S+1: 1
Gap between HOMO and LUMO: 9.09 eV
HOMO: -7.9499 eV
LUMO energy: 1.14 eV

Quick one: least stable of them? ii)

i) ORCA calculation (ωB97M-V/def2-TZVPD) on a single C5H9N3 molecule.

Structure (XYZ):
```
17
C5H9N3 (ωB97M-V/def2-TZVPD)
C -0.008 1.093 0.971
C 0.056 0.568 -0.478
C -1.364 0.706 -0.893
N -2.148 -0.240 -0.426
N -1.298 -1.107 0.553
C -0.061 -0.965 -0.287
C 1.517 -0.905 0.011
N 1.476 0.283 -0.872
H -0.429 2.170 0.633
H 1.016 1.112 1.617
H -0.845 0.665 1.770
H -2.117 1.394 -1.284
H -1.679 -1.924 0.083
H 0.033 -1.608 -1.177
H 1.842 -0.676 1.035
H 1.946 -1.772 -0.394
H 2.064 1.206 -0.863
```

Values from the calculation:
2S+1: 1
Gap between HOMO and LUMO: 10.24 eV
HOMO: -9.2505 eV
LUMO energy: 0.98 eV

ii) ORCA calculation (ωB97M-V/def2-TZVPD) on a molecular structure, C5H9N3.

Structure (XYZ):
```
17
C5H9N3 (ωB97M-V/def2-TZVPD)
C 1.114 -1.003 -0.585
C -2.039 1.370 0.524
N 1.342 0.365 -0.532
N 2.179 -1.794 -0.113
C 0.302 1.199 -0.384
C -0.977 0.545 -0.193
C -0.553 -0.882 0.551
N -0.911 -1.588 1.409
H 2.266 0.652 -0.223
H 0.578 -1.340 -1.466
H 2.064 -2.053 0.862
H 2.456 -2.533 -0.743
H 0.503 2.219 -0.098
H -1.400 0.114 -1.108
H -2.355 2.207 -0.104
H -1.653 1.762 1.465
H -2.916 0.761 0.739
```

Values from the calculation:
2S+1: 1
Gap between HOMO and LUMO (alpha / beta): 7.79 / 7.79 eV
HOMO (alpha / beta): -7.2015 / -7.2016 eV
LUMO energy (alpha / beta): 0.59 / 0.58 eV

Quick one: least stable of them? i)

i) ORCA calculation (ωB97M-V/def2-TZVPD) on a single C5H9N3 molecule.

Structure (XYZ):
```
17
C5H9N3 (ωB97M-V/def2-TZVPD)
C -1.518 1.940 -0.537
C -0.473 0.878 -1.091
C -0.922 -0.562 -1.110
C -0.404 -1.145 0.030
C 0.674 -0.149 0.426
N 1.561 -0.447 1.356
N 2.184 -1.665 1.628
N 0.745 0.984 -0.280
H -2.325 1.940 -1.222
H -1.133 3.023 -0.381
H -2.045 1.413 0.317
H -0.319 1.247 -2.039
H -1.671 -1.044 -1.862
H -0.586 -2.185 0.323
H 2.381 0.228 1.285
H 2.165 -2.255 0.738
H 1.685 -2.198 2.418
```

Values from the calculation:
2S+1: 1
Gap between HOMO and LUMO: 9.18 eV
HOMO: -8.4547 eV
LUMO energy: 0.72 eV

ii) ORCA calculation (ωB97M-V/def2-TZVPD) on a single C5H9N3 molecule.

Structure (XYZ):
```
17
C5H9N3 (ωB97M-V/def2-TZVPD)
C -0.481 1.130 1.206
C -1.275 -0.257 0.618
C -0.275 -1.361 0.823
N 0.979 -1.256 0.573
N 1.654 -0.137 0.108
C 1.300 0.485 -0.930
C -0.151 0.749 -1.320
N -1.376 0.126 -0.923
H 0.670 0.952 0.751
H -0.410 0.972 2.207
H -0.730 2.110 0.651
H -2.469 -0.183 0.907
H -0.620 -2.244 1.410
H 2.129 1.125 -1.499
H -0.157 0.588 -2.482
H -0.268 1.911 -1.200
H -1.662 -0.837 -1.428
```

Values from the calculation:
2S+1: 1
Gap between HOMO and LUMO: 9.24 eV
HOMO: -8.9398 eV
LUMO energy: 0.30 eV

iii) ORCA calculation (ωB97M-V/def2-TZVPD) on a single C5H9N3 molecule.

Structure (XYZ):
```
17
C5H9N3 (ωB97M-V/def2-TZVPD)
H -2.068 -1.089 1.157
N -2.379 -0.792 0.237
C -1.381 -0.444 -0.505
N -1.631 -0.143 -1.847
N -0.004 -1.157 -0.260
C 0.778 -0.189 0.194
C 2.233 -0.325 0.477
C -0.041 0.945 0.197
C -0.094 2.057 0.919
H -0.810 0.034 -2.404
H -2.268 -0.803 -2.275
H 0.099 -2.134 0.006
H 2.803 0.197 -0.296
H 2.477 0.148 1.431
H 2.556 -1.367 0.491
H -0.869 2.797 0.747
H 0.601 2.266 1.732
```

Values from the calculation:
2S+1: 1
Gap between HOMO and LUMO (alpha / beta): 7.59 / 7.59 eV
HOMO (alpha / beta): -7.5487 / -7.5479 eV
LUMO energy (alpha / beta): 0.04 / 0.04 eV

iv) ORCA calculation (ωB97M-V/def2-TZVPD) on 3 unconnected molecules or ions with the total composition C5H9N3.

Structure (XYZ):
```
17
C5H9N3 (ωB97M-V/def2-TZVPD)
C -0.562 -1.639 0.298
N -0.063 -0.286 0.035
C -0.769 0.734 -0.155
C 0.191 0.535 1.953
C 0.355 -0.070 -2.833
C 1.458 0.733 2.215
N -0.731 -0.197 -2.229
N -1.290 1.833 -0.209
H -1.661 2.107 -1.114
H -0.688 0.643 2.578
H -1.489 -1.638 0.873
H 0.208 -2.175 0.851
H -0.734 -2.128 -0.659
H 0.423 -0.214 -3.928
H 1.322 0.153 -2.341
H 1.802 1.039 3.204
H 2.227 0.572 1.463
```

Values from the calculation:
2S+1: 1
Gap between HOMO and LUMO (alpha / beta): 9.55 / 6.58 eV
HOMO (alpha / beta): -8.5260 / -6.4893 eV
LUMO energy (alpha / beta): 1.03 / 0.09 eV

Quick one: least stable of them? iv)

i) ORCA calculation (ωB97M-V/def2-TZVPD) on a single C6H7ClO molecule.

Structure (XYZ):
```
15
C6H7ClO (ωB97M-V/def2-TZVPD)
C 0.690 0.104 -1.839
C 1.245 -0.641 -2.890
C -0.425 -0.335 -1.158
C -0.207 -2.391 -2.409
C -0.147 0.209 1.342
C -1.066 0.042 0.107
O 0.674 -1.806 -3.187
Cl -1.511 -3.103 -3.184
H 0.941 1.101 -1.571
H 2.225 -0.492 -3.352
H -0.649 -0.539 1.979
H -0.210 1.147 1.746
H 0.954 0.010 1.256
H -1.444 1.049 -0.229
H -1.858 -0.633 0.392
```

Values from the calculation:
2S+1: 1
Gap between HOMO and LUMO (alpha / beta): 7.12 / 7.12 eV
HOMO (alpha / beta): -7.3161 / -7.3161 eV
LUMO energy (alpha / beta): -0.20 / -0.20 eV

ii) ORCA calculation (ωB97M-V/def2-TZVPD) on a molecular structure, C6H7ClO.

Structure (XYZ):
```
15
C6H7ClO (ωB97M-V/def2-TZVPD)
C -0.501 1.997 0.630
C -0.136 0.734 -0.338
C 0.869 0.846 -1.354
C 0.766 -1.160 -1.035
C -0.167 -0.744 -0.148
C -0.571 -1.635 0.936
H -1.527 1.508 1.146
H 0.474 2.108 1.510
H -0.584 2.936 -0.208
H 1.448 1.674 -1.696
H -0.615 -0.853 2.080
H 0.010 -2.646 1.325
H -1.874 -1.735 0.627
O 1.196 -0.329 -1.831
Cl 1.211 -2.700 -1.645
```

Values from the calculation:
2S+1: 1
Gap between HOMO and LUMO: 8.96 eV
HOMO: -8.2852 eV
LUMO energy: 0.68 eV

iii) ORCA calculation (ωB97M-V/def2-TZVPD) on a single C6H7ClO molecule.

Structure (XYZ):
```
15
C6H7ClO (ωB97M-V/def2-TZVPD)
C 1.938 -0.575 0.210
C 0.656 0.011 -0.118
C 0.362 1.336 -0.245
C -1.156 1.575 -0.031
C -1.750 0.368 0.117
Cl -3.329 -0.134 0.038
C -0.709 -0.628 0.250
O -1.132 -1.814 -0.272
H 2.598 0.442 0.228
H 2.059 -1.177 1.148
H 2.404 -1.322 -0.787
H 1.151 2.022 -0.700
H -1.610 2.480 0.101
H -0.498 -0.780 1.290
H -0.985 -1.805 -1.228
```

Values from the calculation:
2S+1: 1
Gap between HOMO and LUMO: 8.82 eV
HOMO: -8.3391 eV
LUMO energy: 0.48 eV

Quick one: least stable of them? i)

i) ORCA calculation (ωB97M-V/def2-TZVPD) on a single C2H3BrO molecule.

Structure (XYZ):
```
7
C2H3BrO (ωB97M-V/def2-TZVPD)
O 1.005 -0.342 1.322
C 0.973 0.227 0.273
C -0.650 -0.094 -0.440
Br -1.662 -0.976 0.871
H 1.917 0.948 0.119
H -0.924 0.838 -0.716
H -0.658 -0.601 -1.429
```

Values from the calculation:
2S+1: 1
Gap between HOMO and LUMO: 10.77 eV
HOMO: -9.8785 eV
LUMO energy: 0.89 eV

ii) ORCA calculation (ωB97M-V/def2-TZVPD) on a single C2H3BrO molecule.

Structure (XYZ):
```
7
C2H3BrO (ωB97M-V/def2-TZVPD)
C 0.836 0.155 -0.572
C -0.459 0.351 -0.244
O -1.318 -0.130 1.015
Br -0.614 -1.415 1.984
H 1.226 0.511 -1.448
H 1.590 -0.381 -0.057
H -1.261 0.909 -0.677
```

Values from the calculation:
2S+1: 1
Gap between HOMO and LUMO: 9.75 eV
HOMO: -9.5370 eV
LUMO energy: 0.21 eV

Quick one: least stable of them? ii)